DFT (ωB97M-V/def2-TZVPD) results for a 2-piece molecular cluster, C6H16N2 overall.

Results
**Strongest force on any atom**: 0.0188 Eh/bohr
**SMILES**: C=NCC.CCNC
**HOMO-LUMO gap**: 9.883 eV
**E_LUMO**: 1.087 eV
**Relative energy (zero: lowest compared OMol25 entry of this formula, charge and spin)**: 1.532 eV

Structure (ORCA input):
```
! wB97M-V def2-TZVPD RIJCOSX def2/J DEFGRID3
* xyz 0 1
C -0.009 -3.612 0.998
N 0.075 -2.351 0.952
C -1.106 -1.594 1.331
C -0.856 -0.821 2.620
H -0.939 -4.114 1.280
H 0.865 -4.206 0.750
H -1.281 -0.859 0.539
H -1.989 -2.236 1.448
H -1.752 -0.270 2.907
H -0.546 -1.506 3.408
H -0.089 -0.061 2.460
C -0.695 0.644 -2.323
C 0.241 1.138 -1.219
N 1.170 2.117 -1.759
C 1.982 2.768 -0.751
H -1.328 -0.139 -1.891
H -0.160 0.140 -3.127
H -1.332 1.434 -2.713
H 0.817 0.287 -0.859
H -0.410 1.533 -0.423
H 0.637 2.846 -2.214
H 2.694 3.457 -1.209
H 1.422 3.356 -0.007
H 2.589 2.049 -0.198
*
```